1.
A single C4H6N2 molecule at a distorted geometry. Source: the OMol25 dataset; level of theory: ωB97M-V with the def2-TZVPD basis set.

Each line ends with the natural charge from an NBO analysis.
CARTESIAN COORDINATES (ANGSTROEM)
N 2.396 -0.885 -1.153  -0.33
C 1.455 -0.379 -0.706  0.27
C 0.279 0.123 0.000  -0.02
N 0.464 1.110 1.023  -0.81
C -1.063 0.123 -0.692  -0.39
C -0.737 -0.973 0.267  -0.39
H 1.296 0.941 1.577  0.38
H 0.477 2.061 0.675  0.37
H -1.115 -0.104 -1.752  0.23
H -1.747 0.893 -0.348  0.23
H -1.185 -0.957 1.254  0.23
H -0.519 -1.953 -0.146  0.23

Results
SMILES   N#CC1(N)CC1
Kohn-Sham gap   10.943 eV
Energy above the lowest of the compared OMol25 structures with the same formula, charge and spin   30.5 kcal/mol
Net charge   0
HOMO level   -10.0045 eV

=====

2.
A molecular structure, C30H30I2N5O9P2STi. Source: the OMol25 dataset; level of theory: ωB97M-V with the def2-TZVPD basis set.

Each line ends with the Löwdin spin population.
CARTESIAN COORDINATES (ANGSTROEM)
Ti -0.106 0.159 0.105  0.93
I -5.253 -4.548 -3.254  0.00
C -4.109 -3.016 -2.429  0.00
C -4.084 -2.838 -1.053  0.00
C -3.301 -1.832 -0.512  0.00
I -3.205 -1.589 1.546  0.00
C -2.537 -0.984 -1.330  0.00
O -1.783 -0.040 -0.792  -0.01
C -2.564 -1.182 -2.719  0.00
C -1.769 -0.316 -3.671  0.00
N -0.398 -0.057 -3.271  0.00
C 0.534 -1.159 -3.284  0.00
C 0.222 -2.239 -2.275  0.00
C 0.025 -3.543 -2.701  0.00
C -0.205 -4.544 -1.770  0.00
C -0.204 -4.214 -0.427  0.00
C 0.006 -2.891 -0.073  0.00
N 0.202 -1.917 -0.969  0.01
C -3.354 -2.197 -3.249  0.00
H -4.659 -3.482 -0.403  0.00
H -1.841 -0.777 -4.669  0.00
H -2.255 0.664 -3.744  0.00
H -0.019 0.720 -3.794  0.00
H 0.636 -1.648 -4.268  0.00
H 1.514 -0.744 -3.024  0.00
H 0.037 -3.758 -3.761  0.00
H -0.382 -5.562 -2.092  0.00
H -0.373 -4.946 0.350  0.00
H 0.017 -2.592 0.967  0.00
H -3.361 -2.350 -4.322  0.00
N 2.034 1.660 3.641  0.00
C 0.522 1.558 3.628  0.00
C -0.050 2.104 4.926  0.00
P 0.048 2.536 2.093  0.00
O -0.618 3.895 2.617  0.00
O 1.368 2.836 1.466  0.00
O -0.984 1.767 1.306  0.01
P 0.076 -0.247 3.420  0.00
O 1.389 -0.958 4.027  0.00
O -1.165 -0.525 4.151  0.00
O 0.213 -0.531 1.935  0.02
H 2.354 2.293 4.370  0.00
H 2.301 2.040 2.700  0.00
H 2.455 0.735 3.782  0.00
H 0.180 3.164 5.046  0.00
H 0.328 1.545 5.785  0.00
H -1.129 1.973 4.915  0.00
H -1.580 3.877 2.532  0.00
H 1.868 -1.417 3.301  0.00
O 2.454 -1.859 1.528  0.00
S 3.162 -0.766 0.896  0.00
O 3.888 0.106 1.801  0.00
N 2.165 0.034 -0.070  0.00
C 2.708 1.077 -0.841  0.00
C 4.034 1.372 -1.055  0.00
C 4.440 2.451 -1.872  0.00
C 3.539 3.283 -2.465  0.00
C 2.160 3.056 -2.231  0.00
C 1.154 3.923 -2.713  0.01
C -0.159 3.713 -2.389  0.00
C -0.475 2.601 -1.592  0.01
N 0.445 1.755 -1.182  0.00
C 1.756 1.959 -1.451  0.00
C 4.354 -1.562 -0.148  0.00
C 3.951 -2.138 -1.341  0.00
C 4.881 -2.811 -2.115  0.00
C 6.199 -2.911 -1.691  0.00
C 6.590 -2.340 -0.489  0.00
C 5.666 -1.661 0.292  0.00
H 4.820 0.808 -0.583  0.00
H 5.502 2.612 -2.005  0.00
H 3.846 4.122 -3.074  0.00
H 1.447 4.773 -3.318  0.00
H -0.947 4.376 -2.714  0.00
H -1.495 2.381 -1.303  0.00
H 2.918 -2.053 -1.656  0.00
H 4.577 -3.259 -3.052  0.00
H 6.923 -3.437 -2.299  0.00
H 7.617 -2.419 -0.159  0.00
H 5.953 -1.196 1.224  0.00

Results
Expectation value of S²   0.752
2S+1   2
Kohn-Sham gap (alpha / beta)   7.428 / 7.634 eV
Energy above the lowest of the compared OMol25 structures with the same formula, charge and spin   11.9 kcal/mol
Net charge   0
HOMO level (alpha / beta)   -7.6295 / -7.8434 eV

=====

3.
A single C4H7NO2S molecule at a distorted geometry. Source: the OMol25 dataset; level of theory: ωB97M-V with the def2-TZVPD basis set.

Each line ends with the natural charge from an NBO analysis.
CARTESIAN COORDINATES (ANGSTROEM)
O 0.996 1.900 -0.904  -0.70
C 0.053 0.847 -0.929  0.03
C 0.791 -0.452 -1.088  0.05
N 1.081 -1.378 -0.259  -0.11
O 0.758 -1.061 1.068  -0.41
C -0.481 -1.549 1.455  -0.19
S -1.739 -0.408 0.788  0.15
C -0.755 1.030 0.405  -0.55
H 1.516 1.827 -1.724  0.47
H -0.599 0.994 -1.785  0.18
H 1.096 -0.810 -2.057  0.20
H -0.522 -1.578 2.549  0.21
H -0.752 -2.550 1.059  0.20
H -1.393 1.878 0.232  0.24
H -0.049 1.309 1.191  0.24

Results
SMILES   O[C@H]1C=NOCSC1
Kohn-Sham gap   9.409 eV
Energy above the lowest of the compared OMol25 structures with the same formula, charge and spin   85.6 kcal/mol
Net charge   0
HOMO level   -8.8535 eV

=====

4.
2 unconnected molecules or ions with the total composition C12H16BrNO6. Source: the OMol25 dataset; level of theory: ωB97M-V with the def2-TZVPD basis set.

Each line ends with the natural charge from an NBO analysis.
CARTESIAN COORDINATES (ANGSTROEM)
C 5.908 0.809 1.070  -0.63
C 5.250 -0.522 0.749  -0.08
O 4.547 -0.936 1.911  -0.26
O 3.540 -1.881 1.460  -0.32
C 2.634 -1.904 2.507  0.98
O 2.685 -2.725 3.367  -0.51
O 1.710 -0.930 2.459  -0.53
C 0.893 -0.885 1.269  -0.10
C 0.712 0.544 0.765  -0.25
C 0.745 1.560 1.902  -0.63
Br 2.112 0.978 -0.526  -0.05
H 6.191 1.321 0.153  0.22
H 6.789 0.659 1.696  0.21
H 5.209 1.423 1.641  0.22
H 6.009 -1.264 0.479  0.17
H 4.556 -0.436 -0.084  0.20
H 1.303 -1.533 0.497  0.21
H -0.093 -1.251 1.566  0.20
H -0.265 0.611 0.294  0.25
H 0.100 1.211 2.710  0.22
H 1.755 1.742 2.258  0.23
H 0.342 2.508 1.540  0.22
O -3.270 -1.430 0.289  -0.36
N -3.106 -0.387 -0.304  0.53
O -2.267 0.446 -0.006  -0.41
C -3.969 -0.104 -1.459  0.08
C -4.948 -1.018 -1.799  -0.21
C -5.769 -0.740 -2.879  -0.21
C -5.598 0.435 -3.600  -0.17
C -4.602 1.336 -3.245  -0.21
C -3.777 1.070 -2.165  -0.21
H -5.071 -1.928 -1.231  0.25
H -6.543 -1.441 -3.158  0.23
H -6.243 0.650 -4.441  0.22
H -4.469 2.249 -3.809  0.23
H -3.001 1.763 -1.879  0.25

Results
SMILES   CCOOC(=O)OC[C@@H](C)Br.O=[N+]([O-])c1ccccc1
Kohn-Sham gap   8.892 eV
Net charge   0
HOMO level   -9.7921 eV

=====

Ordered DFT total energy results: -7224.2682, -126215.7839, -20679.0238, -96515.2143; unit eV.
Ordered molar mass results: 82.11, 1000.29, 133.17, 350.16; unit g/mol.